a | DFT (the ωB97M-V functional and the def2-TZVPD basis) results for a cluster of 2 separate species, C5H14N2O in total.

Summary:
Frontier orbital gap = 0.335 Ha
SMILES = C=C(N)C[C@@H](C)N.O

```
! RIJCOSX wB97M-V def2-TZVPD def2/J DEFGRID3
* xyz 0 1
O 5.08 2.26 3.52
N -0.21 1.92 -1.26
N -0.20 -2.10 -1.74
C -0.05 -0.29 -0.09
C -2.39 0.69 -0.51
C -0.94 0.64 -1.00
C -0.57 -1.67 -0.41
C -1.07 -2.51 0.58
H -1.08 -3.61 0.40
H 0.08 2.49 -0.47
H 5.01 2.69 4.49
H -0.98 0.09 -1.98
H -3.02 1.22 -1.21
H -0.34 0.07 1.15
H 6.04 2.22 3.22
H 1.09 -0.27 -0.26
H -0.72 2.54 -1.88
H 0.24 -3.10 -1.68
H -2.69 -0.34 -0.81
H -2.44 0.81 0.50
H 0.40 -1.53 -2.22
H -1.22 -2.20 1.65
*
```

Löwdin population analysis, charges in e, atoms 1 to 8:
1 O -0.1592
2 N 0.0108
3 N 0.0564
4 C -0.1435
5 C -0.0565
6 C -0.4646
7 C -0.4560
8 C 0.0146

b | DFT (the ωB97M-V functional and the def2-TZVPD basis) results for a cluster of 2 separate species, C5H14N2O in total.

Summary:
Frontier orbital gap = 0.311 Ha
SMILES = C/C(=C\N)CCN.O

```
! RIJCOSX wB97M-V def2-TZVPD def2/J DEFGRID3
* xyz 0 1
O 1.42 -3.50 0.31
N -2.57 -0.04 1.36
N 0.84 -0.66 -2.24
C -1.27 0.58 1.62
C -0.01 0.00 -1.36
C 0.36 0.82 -0.37
C -0.72 1.46 0.48
C 1.80 1.18 -0.15
H -1.36 1.18 2.54
H -1.04 -0.31 -1.45
H -2.50 -1.01 1.12
H 2.10 2.09 -0.69
H 0.90 -3.14 1.03
H 1.80 -0.36 -2.27
H -3.11 0.44 0.65
H 2.48 0.41 -0.50
H 1.99 1.32 0.91
H -1.55 1.77 -0.16
H 0.83 -3.41 -0.46
H 0.50 -0.99 -3.13
H -0.57 -0.22 1.85
H -0.36 2.38 0.91
*
```

Löwdin population analysis, charges in e, atoms 1 to 8:
1 O -0.0732
2 N -0.0156
3 N 0.0481
4 C -0.2785
5 C -0.1848
6 C -0.3169
7 C -0.1743
8 C -0.0611

c | DFT (the ωB97M-V functional and the def2-TZVPD basis) results for the molecule C5H14N2O.

Summary:
Frontier orbital gap = 0.346 Ha
SMILES = CNC[C@H](C)NCO

```
! RIJCOSX wB97M-V def2-TZVPD def2/J DEFGRID3
* xyz 0 1
O -2.25 0.54 -2.51
N -1.46 0.55 -0.22
N 1.61 -0.82 1.10
C 0.57 0.24 1.05
C 0.70 1.25 -1.33
C -2.37 0.04 -1.17
C -0.04 0.28 -0.41
C 1.50 -1.68 2.29
H 2.52 -0.43 0.93
H 1.94 -1.16 3.16
H -2.22 -1.04 -1.24
H -0.22 0.00 1.76
H 0.03 1.96 -1.80
H 0.04 -0.76 -0.77
H 1.56 1.75 -0.90
H 1.02 1.21 1.32
H 1.07 0.69 -2.20
H 0.48 -1.94 2.52
H -1.62 1.44 0.21
H 1.96 -2.65 2.07
H -3.40 0.31 -0.91
H -1.44 0.23 -2.96
*
```

Löwdin population analysis, charges in e, atoms 1 to 8:
1 O -0.0879
2 N -0.0474
3 N -0.1339
4 C -0.1871
5 C -0.0567
6 C -0.2919
7 C -0.3631
8 C -0.1372

d | DFT (the ωB97M-V functional and the def2-TZVPD basis) results for a cluster of 2 separate species, C5H14N2O in total.

Summary:
Frontier orbital gap = 0.354 Ha
SMILES = C=CC[C@H](N)CN.O

```
! RIJCOSX wB97M-V def2-TZVPD def2/J DEFGRID3
* xyz 0 1
O -0.03 4.29 -4.87
N 0.31 -1.32 -1.46
N -0.59 -2.92 1.55
C -0.02 -0.52 1.96
C -0.38 -1.56 0.88
C -0.17 1.04 1.57
C 0.75 -1.75 -0.18
C 0.21 2.07 2.28
H 0.50 2.22 3.25
H 0.12 3.07 1.90
H -0.57 1.12 0.48
H -0.80 -0.73 2.78
H -1.37 -1.32 0.31
H 0.01 3.88 -5.70
H 0.33 -3.33 1.54
H -0.35 -1.93 -1.82
H -1.10 -3.35 0.82
H -0.89 4.68 -4.79
H 1.25 -2.66 -0.10
H 0.98 -0.55 2.31
H 0.06 -0.32 -1.48
H 1.64 -1.02 -0.17
*
```

Löwdin population analysis, charges in e, atoms 1 to 8:
1 O -0.0272
2 N -0.0232
3 N 0.0252
4 C -0.1636
5 C -0.3701
6 C -0.1541
7 C -0.2796
8 C -0.0268

Least stable of them? d.

a | DFT (the ωB97M-V functional and the def2-TZVPD basis) results for the molecule C5H14N2O.

Summary:
Frontier orbital gap = 0.355 Ha
SMILES = CNC[C@H](N)CCO

```
! RIJCOSX wB97M-V def2-TZVPD def2/J DEFGRID3
* xyz 0 1
O 0.86 2.76 -0.46
N -1.57 -1.19 -1.20
N 0.60 -0.46 1.65
C 1.35 1.53 -0.97
C 0.27 0.62 -1.55
C -0.50 -0.85 2.56
C 0.35 -1.03 0.32
C -0.61 -0.24 -0.66
H 1.31 -1.28 -0.15
H -0.03 2.69 -0.11
H -0.47 -0.29 3.50
H -1.15 -1.74 -1.95
H 1.90 0.99 -0.18
H -1.19 0.46 -0.03
H 0.56 0.54 1.53
H -0.10 -2.02 0.40
H -1.49 -0.85 2.10
H -2.35 -0.65 -1.57
H 2.06 1.90 -1.71
H -0.36 1.15 -2.29
H -0.25 -1.87 2.87
H 0.82 -0.16 -2.11
*
```

Löwdin population analysis, charges in e, atoms 1 to 8:
1 O -0.0776
2 N 0.0398
3 N -0.1137
4 C -0.2561
5 C -0.1702
6 C -0.1386
7 C -0.2157
8 C -0.4171

b | DFT (the ωB97M-V functional and the def2-TZVPD basis) results for the molecule C5H14N2O.

Summary:
Frontier orbital gap = 0.353 Ha
SMILES = CN(C)C(C)(C)ON

```
! RIJCOSX wB97M-V def2-TZVPD def2/J DEFGRID3
* xyz 0 1
O 1.57 0.71 -0.09
N -0.57 0.16 0.61
N 2.19 0.35 1.16
C -1.02 1.54 0.59
C 0.46 -0.13 -0.38
C 0.08 0.23 -1.82
C -1.70 -0.74 0.65
C 0.89 -1.60 -0.30
H -2.35 -0.44 1.48
H 2.99 0.98 1.21
H -1.77 1.74 -0.20
H 0.16 -2.24 -0.79
H 1.02 -1.90 0.73
H -0.85 -0.25 -2.09
H -1.37 -1.76 0.84
H -2.30 -0.73 -0.27
H -1.48 1.77 1.56
H -0.02 1.31 -1.92
H 1.84 -1.70 -0.81
H -0.17 2.20 0.44
H 1.53 0.62 1.89
H 0.87 -0.11 -2.49
*
```

Löwdin population analysis, charges in e, atoms 1 to 8:
1 O -0.1747
2 N -0.2081
3 N 0.0571
4 C -0.0957
5 C -0.6104
6 C -0.0036
7 C -0.0951
8 C -0.0331

c | DFT (the ωB97M-V functional and the def2-TZVPD basis) results for a cluster of 2 separate species, C5H14N2O in total.

Summary:
Frontier orbital gap = 0.360 Ha
SMILES = [H]/N=C(/C)N(C)C.CO

```
! RIJCOSX wB97M-V def2-TZVPD def2/J DEFGRID3
* xyz 0 1
O -1.94 1.21 -0.24
N 0.75 -0.12 -0.53
N 0.39 -1.72 1.18
C -2.77 0.21 0.29
C 1.49 1.07 -0.87
C 0.85 0.49 1.85
C 0.69 -1.11 -1.58
C 0.67 -0.55 0.79
H -3.08 -0.51 -0.48
H -0.15 -1.78 -1.42
H -1.11 0.79 -0.51
H -2.29 -0.33 1.11
H 0.66 0.02 2.81
H 1.61 -1.71 -1.65
H -3.66 0.71 0.67
H 1.87 0.88 1.84
H 0.16 1.31 1.71
H 1.24 1.37 -1.89
H 0.54 -0.61 -2.54
H 2.58 0.91 -0.82
H 0.28 -2.43 0.47
H 1.22 1.89 -0.21
*
```

Löwdin population analysis, charges in e, atoms 1 to 8:
1 O -0.1316
2 N -0.2211
3 N 0.1350
4 C -0.1692
5 C -0.0684
6 C -0.0344
7 C -0.0662
8 C -0.5013

d | DFT (the ωB97M-V functional and the def2-TZVPD basis) results for a cluster of 3 separate species, C5H14N2O in total.

Summary:
Frontier orbital gap (alpha / beta) = 0.282 / 0.282 Ha

```
! RIJCOSX wB97M-V def2-TZVPD def2/J DEFGRID3
* xyz 0 1
O 2.33 -0.11 -0.31
N -2.31 -1.48 0.09
N -1.36 0.94 -1.06
C 0.19 -1.55 1.41
C -0.80 0.40 0.08
C -0.31 -0.92 0.14
C 1.39 2.09 -0.65
C 1.35 0.80 0.13
H -0.17 -1.01 2.29
H 1.49 0.93 1.20
H 0.03 -1.37 -0.78
H -2.34 -2.08 -0.74
H 0.72 2.83 -0.22
H -1.11 0.87 1.01
H 1.08 1.94 -1.69
H 1.28 -1.58 1.44
H -0.17 -2.58 1.49
H -1.32 0.35 -1.88
H 2.40 2.51 -0.66
H 2.32 -0.14 -1.27
H -2.40 -2.13 0.87
H -2.29 1.30 -0.91
*
```

Löwdin population analysis, charges in e, atoms 1 to 8:
1 O -0.0577
2 N -0.0469
3 N 0.0661
4 C -0.0839
5 C -0.2887
6 C -0.2354
7 C -0.1107
8 C -0.3080

Least stable of them? d.

a | DFT (the ωB97M-V functional and the def2-TZVPD basis) results for a cluster of 3 separate species, C5H14N2O in total.

Summary:
Frontier orbital gap = 0.330 Ha

```
! RIJCOSX wB97M-V def2-TZVPD def2/J DEFGRID3
* xyz 0 1
O -1.49 0.39 -0.69
N -1.05 -0.98 1.15
N -1.09 1.56 -0.08
C -1.71 -1.91 -1.03
C 0.97 -0.80 -0.79
C 1.55 1.81 1.18
C -1.08 -0.80 -0.23
C 1.04 1.68 -0.23
H -1.25 -1.92 1.47
H 0.77 -1.87 -0.86
H 2.41 2.50 1.19
H -1.63 -1.69 -2.09
H 0.68 2.61 -0.65
H 1.78 1.32 -0.92
H -2.76 -2.01 -0.77
H 1.15 -0.44 -1.79
H 1.78 -0.71 -0.07
H 1.90 0.86 1.59
H -0.44 -0.34 1.64
H -1.20 -2.86 -0.82
H -1.14 1.37 0.93
H 0.81 2.24 1.86
*
```

Löwdin population analysis, charges in e, atoms 1 to 8:
1 O -0.1621
2 N 0.1178
3 N 0.0796
4 C -0.0214
5 C -0.0292
6 C -0.1623
7 C -0.5320
8 C -0.1078

b | DFT (the ωB97M-V functional and the def2-TZVPD basis) results for a structure of composition C5H14N2O.

Summary:
Frontier orbital gap = 0.317 Ha

```
! RIJCOSX wB97M-V def2-TZVPD def2/J DEFGRID3
* xyz 0 1
O -2.35 1.33 -0.34
N 2.02 0.61 0.90
N 1.14 -1.49 0.92
C -0.45 -0.07 -0.69
C 1.34 -0.35 0.10
C -3.37 0.48 0.09
C 2.15 -0.58 -1.17
C -0.74 0.94 0.27
H -4.21 1.08 0.48
H 2.17 1.48 0.41
H -3.76 -0.14 -0.73
H -0.99 -1.01 -0.58
H 2.18 0.33 -1.79
H -0.26 1.90 0.12
H 1.54 0.80 1.77
H 1.41 -1.42 1.89
H -0.92 0.62 1.29
H 1.60 -2.32 0.56
H 1.73 -1.39 -1.76
H 3.19 -0.86 -0.93
H -3.08 -0.21 0.91
H -0.35 0.26 -1.72
*
```

Löwdin population analysis, charges in e, atoms 1 to 8:
1 O -0.2612
2 N 0.0686
3 N 0.0592
4 C -0.0826
5 C -0.5772
6 C -0.2183
7 C -0.0664
8 C -0.1192

c | DFT (the ωB97M-V functional and the def2-TZVPD basis) results for the molecule C5H14N2O.

Summary:
Frontier orbital gap = 0.336 Ha
SMILES = CC(C)[C@H](O)N(C)N

```
! RIJCOSX wB97M-V def2-TZVPD def2/J DEFGRID3
* xyz 0 1
O -1.54 0.01 0.95
N -0.48 -0.55 -1.13
N 0.40 -0.05 -2.18
C 0.78 0.61 0.73
C 1.43 -0.81 1.06
C -0.57 0.42 0.00
C 0.67 1.47 1.99
C -1.78 -0.83 -1.75
H 1.50 -1.52 0.24
H -2.59 -1.05 -1.05
H -1.71 -1.72 -2.38
H 1.48 1.13 0.06
H -1.58 -0.96 0.86
H 0.40 -0.69 -2.98
H -0.90 1.40 -0.38
H -2.15 0.00 -2.37
H -0.04 1.05 2.71
H 0.32 2.48 1.74
H 1.64 1.56 2.49
H 1.37 -0.05 -1.87
H 0.90 -1.27 1.90
H 2.47 -0.63 1.35
*
```

Löwdin population analysis, charges in e, atoms 1 to 8:
1 O -0.0249
2 N -0.2295
3 N 0.0421
4 C -0.3491
5 C -0.0617
6 C -0.3837
7 C -0.0795
8 C -0.0955

d | DFT (the ωB97M-V functional and the def2-TZVPD basis) results for the molecule C5H14N2O.

Summary:
Frontier orbital gap = 0.381 Ha
SMILES = CC(C)CC(N)(N)O

```
! RIJCOSX wB97M-V def2-TZVPD def2/J DEFGRID3
* xyz 0 1
O 0.60 1.49 -1.32
N 2.60 0.46 -0.83
N 0.96 -0.72 -1.84
C -1.31 -0.06 2.13
C -1.88 -0.20 -0.29
C -0.83 -0.55 0.76
C 1.11 0.29 -0.87
C 0.68 -0.04 0.55
H 1.30 -0.85 0.96
H -2.30 -0.47 2.38
H -0.62 -0.37 2.92
H 0.25 -0.44 -2.51
H 1.83 -0.70 -2.37
H 2.80 1.27 -0.26
H -2.86 -0.62 -0.01
H -2.01 0.88 -0.39
H 0.82 0.84 1.18
H -1.39 1.03 2.15
H 3.02 -0.35 -0.38
H -0.33 1.36 -1.52
H -0.78 -1.65 0.80
H -1.65 -0.63 -1.26
*
```

Löwdin population analysis, charges in e, atoms 1 to 8:
1 O 0.0228
2 N 0.0744
3 N 0.0986
4 C -0.1007
5 C -0.0917
6 C -0.3909
7 C -0.7343
8 C -0.0918

Least stable of them? a.